# 1
ORCA calculation (the ωB97M-V functional and the def2-TZVPD basis) on a molecular structure, C16H31BrCl2MgN4O5.

CARTESIAN COORDINATES (ANGSTROEM)
1 N -4.919 -2.667 -1.024
2 C -4.649 -1.228 -0.618
3 C -3.443 -1.094 0.438
4 C -2.251 -0.102 -0.070
5 C -2.937 1.366 -0.140
6 C -3.337 1.835 -1.541
7 C -4.042 3.262 -1.485
8 C -4.119 3.761 -0.016
9 N -3.660 3.213 1.180
10 N -3.075 2.025 1.106
11 H -4.365 -2.777 -1.895
12 H -4.508 -3.233 -0.269
13 H -4.454 -0.672 -1.612
14 H -5.578 -0.731 -0.159
15 H -3.026 -2.091 0.813
16 H -3.887 -0.569 1.370
17 H -1.365 -0.111 0.655
18 H -1.850 -0.403 -1.105
19 H -3.190 1.267 -2.514
20 H -4.445 3.792 -2.403
21 H -4.654 4.774 0.104
22 H -2.729 1.589 1.979
23 Cl -2.003 3.589 -2.831
24 Mg 0.157 3.403 -4.517
25 C 6.500 0.331 -0.157
26 O 5.597 -0.523 -0.841
27 C 4.776 -1.289 0.042
28 C 3.314 -0.859 -0.089
29 N 3.109 0.478 0.468
30 C 1.796 1.045 0.159
31 C 1.490 1.349 -1.316
32 O 2.286 2.394 -1.864
33 C 3.543 1.972 -2.396
34 H 7.153 0.796 -0.898
35 H 5.963 1.120 0.375
36 H 7.120 -0.239 0.543
37 H 5.119 -1.230 1.081
38 H 4.862 -2.333 -0.276
39 H 2.680 -1.574 0.446
40 H 3.054 -0.890 -1.152
41 H 3.819 1.102 0.099
42 H 1.722 1.984 0.717
43 H 1.019 0.381 0.558
44 H 0.455 1.710 -1.362
45 H 1.524 0.457 -1.949
46 H 3.506 0.959 -2.804
47 H 4.320 2.048 -1.629
48 H 3.815 2.667 -3.210
49 Br 1.178 0.019 -4.701
50 C -1.404 -3.094 4.818
51 C -1.233 -4.344 4.009
52 O -1.008 -3.848 2.697
53 C -0.524 -2.582 2.824
54 O -0.072 -1.937 1.922
55 O -0.618 -2.145 4.110
56 H -1.046 -3.207 5.842
57 H -2.442 -2.748 4.841
58 H -0.363 -4.929 4.321
59 H -2.117 -4.983 4.037
60 Cl 3.435 3.747 -4.712

Maximum force = 6.1 eV Å⁻¹
Gap between HOMO and LUMO = 4.8 eV

Here are the Löwdin charges for atoms 1 to 8, given in e: atom 1 (N): -0.030, atom 2 (C): -0.268, atom 3 (C): -0.172, atom 4 (C): -0.113, atom 5 (C): -0.125, atom 6 (C): -0.105, atom 7 (C): -0.125, atom 8 (C): -0.072

***

# 2
ORCA calculation (the ωB97M-V functional and the def2-TZVPD basis) on a molecular structure, C16H31CdNP2S.

CARTESIAN COORDINATES (ANGSTROEM)
1 P -0.748 2.340 0.671
2 P 0.865 0.336 -2.322
3 C 0.345 2.773 -0.725
4 C 0.225 2.048 -2.077
5 H 1.390 2.832 -0.372
6 H 0.027 3.816 -0.916
7 H -0.795 2.123 -2.488
8 H 0.873 2.624 -2.765
9 C 2.635 0.699 -2.405
10 H 3.215 -0.231 -2.391
11 H 2.947 1.321 -1.551
12 H 2.787 1.231 -3.351
13 C 0.324 -0.043 -3.987
14 H 1.003 0.487 -4.667
15 H -0.711 0.296 -4.129
16 H 0.379 -1.123 -4.162
17 C -0.121 3.389 1.962
18 H -0.270 2.935 2.946
19 H -0.650 4.348 1.901
20 H 0.956 3.546 1.809
21 C -2.351 2.929 0.094
22 H -2.594 2.534 -0.902
23 H -2.307 4.024 0.034
24 H -3.144 2.642 0.797
25 Cd -1.151 -4.410 1.940
26 C 0.743 -1.168 -1.368
27 C 1.843 -1.131 -0.380
28 C 1.852 -0.044 0.573
29 C 1.216 -0.337 1.976
30 C 0.021 0.458 2.125
31 C -1.034 0.629 1.124
32 C -1.343 -0.147 -0.204
33 C -0.586 -1.411 -0.573
34 C -1.977 -2.903 3.175
35 H 0.879 -1.978 -2.113
36 H 2.656 -1.860 -0.436
37 H 1.251 0.777 0.116
38 H 2.860 0.382 0.727
39 H 0.983 -1.416 2.072
40 H 1.967 -0.111 2.755
41 H -0.302 0.737 3.138
42 H -1.990 0.715 1.663
43 H -1.344 0.571 -1.045
44 H -2.406 -0.424 -0.145
45 H -0.366 -1.979 0.337
46 H -1.222 -2.065 -1.194
47 H -3.005 -3.148 3.465
48 H -1.992 -1.963 2.625
49 H -1.396 -2.767 4.091
50 S 0.202 -9.036 1.387
51 C -0.176 -7.501 1.535
52 N -0.463 -6.345 1.629

Maximum force = 4.4 eV Å⁻¹
Gap between HOMO and LUMO = 4.5 eV
Energy relative to the best compared isomer or geometry (same formula, charge and spin) = 0.00 kJ/mol

Here are the Löwdin charges for atoms 1 to 8, given in e: atom 1 (P): 0.888, atom 2 (P): 0.918, atom 3 (C): -0.315, atom 4 (C): -0.327, atom 5 (H): 0.091, atom 6 (H): 0.101, atom 7 (H): 0.083, atom 8 (H): 0.094

***

# 3
ORCA calculation (the ωB97M-V functional and the def2-TZVPD basis) on a molecular structure, C16H31F3O3P2PdS.

CARTESIAN COORDINATES (ANGSTROEM)
1 P 1.258 -1.787 -0.719
2 P 1.288 1.292 -0.583
3 C 1.061 -0.908 -2.370
4 C 1.956 0.300 -2.336
5 H -0.015 -0.671 -2.432
6 H 1.281 -1.655 -3.138
7 H 3.010 0.056 -2.220
8 H 1.828 1.015 -3.143
9 C 0.669 2.638 -1.758
10 H 0.321 3.500 -1.162
11 H -0.140 2.253 -2.395
12 H 1.561 2.914 -2.338
13 C 2.249 2.563 0.330
14 H 2.293 3.450 -0.301
15 H 3.218 2.234 0.715
16 H 1.584 2.799 1.174
17 C -0.018 -3.165 -1.275
18 H 0.056 -4.020 -0.581
19 H 0.294 -3.488 -2.287
20 H -1.052 -2.784 -1.319
21 C 2.670 -2.937 -0.973
22 H 3.641 -2.428 -1.011
23 H 2.508 -3.483 -1.913
24 H 2.616 -3.577 -0.078
25 Pd 2.668 -0.251 0.136
26 C -2.314 1.713 -0.447
27 C -2.881 1.478 -1.643
28 C -4.243 0.860 -1.758
29 C -4.348 -0.485 -0.924
30 C -3.174 -1.406 -0.727
31 C -2.270 -1.389 0.281
32 C -1.947 -0.314 1.241
33 C -2.464 1.112 0.929
34 C 3.663 -1.231 1.654
35 H -1.562 2.554 -0.393
36 H -2.291 1.707 -2.545
37 H -4.527 0.697 -2.814
38 H -4.970 1.580 -1.314
39 H -4.789 -0.091 0.016
40 H -5.060 -1.111 -1.510
41 H -3.112 -2.218 -1.473
42 H -1.666 -2.289 0.471
43 H -0.847 -0.298 1.315
44 H -2.285 -0.579 2.278
45 H -3.453 1.100 1.419
46 H -1.808 1.730 1.570
47 H 4.144 -0.448 2.255
48 H 4.369 -2.007 1.283
49 H 2.815 -1.627 2.234
50 F 1.005 1.779 5.489
51 C 0.799 0.740 4.657
52 F 1.502 -0.327 5.099
53 F -0.519 0.428 4.648
54 S 1.302 1.091 2.927
55 O 0.971 -0.171 2.239
56 O 0.418 2.217 2.584
57 O 2.736 1.343 2.940

Maximum force = 4.2 eV Å⁻¹
Gap between HOMO and LUMO (alpha / beta) = 7.7 / 6.0 eV
Energy relative to the best compared isomer or geometry (same formula, charge and spin) = 0.00 kJ/mol
Multiplicity = 3

Here are the Löwdin charges for atoms 1 to 8, given in e: atom 1 (P): 0.829, atom 2 (P): 0.891, atom 3 (C): -0.427, atom 4 (C): -0.315, atom 5 (H): 0.084, atom 6 (H): 0.081, atom 7 (H): 0.048, atom 8 (H): 0.059

***

# 4
ORCA calculation (the ωB97M-V functional and the def2-TZVPD basis) on a molecular structure, C16H31F3O3P2SV.

CARTESIAN COORDINATES (ANGSTROEM)
1 P 3.686 -4.128 -1.043
2 P 2.462 -4.694 2.028
3 C 4.438 -5.427 0.080
4 C 3.521 -5.965 1.174
5 H 5.374 -5.000 0.468
6 H 4.706 -6.241 -0.609
7 H 2.846 -6.753 0.817
8 H 4.130 -6.397 1.981
9 C 3.823 -4.138 3.141
10 H 3.428 -3.426 3.877
11 H 4.680 -3.709 2.593
12 H 4.146 -5.057 3.651
13 C 1.583 -5.693 3.270
14 H 2.350 -6.198 3.876
15 H 0.934 -6.437 2.785
16 H 0.999 -5.014 3.898
17 C 5.014 -3.960 -2.293
18 H 4.636 -3.351 -3.122
19 H 5.241 -4.978 -2.652
20 H 5.914 -3.508 -1.846
21 C 2.752 -5.395 -2.004
22 H 2.007 -5.938 -1.394
23 H 3.525 -6.100 -2.340
24 H 2.287 -4.922 -2.881
25 V 0.359 -0.866 -0.145
26 C 0.628 -2.466 2.006
27 C 1.749 -1.676 2.078
28 C 3.009 -1.774 1.257
29 C 3.237 -0.912 -0.025
30 C 2.477 -1.333 -1.243
31 C 1.469 -2.283 -1.424
32 C 0.916 -3.298 -0.447
33 C -0.073 -2.923 0.692
34 C -0.281 0.224 -1.794
35 H 0.047 -2.587 2.924
36 H 1.869 -1.065 2.980
37 H 3.158 -2.819 0.921
38 H 3.846 -1.568 1.961
39 H 3.066 0.155 0.228
40 H 4.329 -0.974 -0.252
41 H 2.806 -0.823 -2.172
42 H 1.183 -2.469 -2.479
43 H 1.754 -3.787 0.101
44 H 0.478 -4.141 -1.031
45 H -0.913 -2.262 0.308
46 H -0.615 -3.867 0.931
47 H -1.383 0.269 -1.676
48 H 0.050 -0.318 -2.708
49 H 0.195 1.229 -1.710
50 F -0.547 3.753 1.747
51 C -1.175 2.777 1.053
52 F -2.493 2.764 1.373
53 F -1.057 3.025 -0.270
54 S -0.447 1.138 1.564
55 O 0.867 1.091 0.857
56 O -0.401 1.214 3.003
57 O -1.400 0.155 0.983

Maximum force = 2.5 eV Å⁻¹
Gap between HOMO and LUMO (alpha / beta) = 7.7 / 8.0 eV
Energy relative to the best compared isomer or geometry (same formula, charge and spin) = 0.00 kJ/mol
Multiplicity = 4

Here are the Löwdin charges for atoms 1 to 8, given in e: atom 1 (P): 0.897, atom 2 (P): 0.891, atom 3 (C): -0.407, atom 4 (C): -0.405, atom 5 (H): 0.078, atom 6 (H): 0.068, atom 7 (H): 0.077, atom 8 (H): 0.071

***

Question: Which value of maximum force does entry 4 give?
Answer: 2.5 eV Å⁻¹